Formula: C11H11N8O2SYb
Source: the OMol25 dataset
Level of theory: ωB97M-V/def2-TZVPD

Atoms and positions in Å:
Yb1 -0.3768 0.1560 -0.5957
S1 -1.3116 2.6209 -0.3703
O1 -0.3228 0.5550 -2.8305
O2 -1.1579 -1.7029 -0.4219
N1 -1.1396 0.3679 1.5576
N2 0.9484 2.4254 -3.0858
N3 0.0037 1.3437 -4.8964
N4 4.1585 0.9551 -0.4762
N5 -1.4123 3.8186 1.9939
N6 1.8041 0.3472 -0.3514
N7 5.0224 3.1695 -1.1891
N8 -1.3316 1.5851 2.2039
C1 -0.7113 -3.8874 0.3868
C2 -1.2780 -0.6613 2.3144
C3 -0.9843 -2.5371 0.6079
C4 -0.6614 -4.3043 2.7656
C5 -1.3500 2.6027 1.3914
C6 4.5881 2.1528 -0.8538
C7 -0.9234 -2.9684 2.9905
C8 -1.0742 -2.0624 1.9333
C9 0.2006 1.4243 -3.5673
C10 -0.5528 -4.7537 1.4519
C11 2.9320 0.6818 -0.4156
H1 -0.6426 -4.2345 -0.6351
H2 1.2935 3.1550 -3.6840
H3 -1.5392 -0.4660 3.3535
H4 -1.5310 3.8359 2.9922
H5 -1.6291 4.6348 1.4546
H6 -0.5388 -4.9847 3.5962
H7 0.4196 1.9787 -5.5521
H8 -0.3474 -5.7986 1.2552
H9 -0.4965 0.5426 -5.2369
H10 0.9450 2.6038 -2.0919
H11 -1.0032 -2.5956 4.0050

Results
expectation value of S²: 0.7509
total charge: 0
2S+1: 2
largest force on an atom: 1.04 eV Å⁻¹
LUMO level (alpha / beta): 0.002 / 0.002 Ha
frontier orbital gap (alpha / beta): 8.2 / 8.2 eV
HOMO energy (alpha / beta): -8.14 / -8.14 eV

Mulliken population analysis, charges in e, atoms 1 to 4: atom 1 (Yb): 1.180, atom 2 (S): -0.586, atom 3 (O): -0.635, atom 4 (O): -0.752